C27H72BF4FeO27S9 | ωB97M-V/def2-TZVPD

XYZ file:
```
141
Properties=species:S:1:pos:R:3:forces:R:3
Fe 1.58325 0.91216 1.31024 -0.312 -0.582 0.442
B -0.91393 0.09432 0.40153 -1.335 -0.728 1.134
F -1.70229 1.00879 -0.26322 -0.084 -0.049 -0.590
F -0.69648 0.59870 1.69846 0.176 0.110 0.736
F -1.46759 -1.18662 0.52011 0.046 0.420 -0.445
F 0.37560 0.00289 -0.12122 0.803 -0.045 -1.412
O 1.45496 -1.23827 1.94230 -0.233 -1.643 1.081
S 1.32788 -2.47751 2.69474 -1.378 0.208 0.758
O 2.50392 -3.14349 3.18393 -0.325 0.208 -0.733
O 0.40620 -2.16133 4.03426 0.515 0.074 -1.605
C 0.21832 -3.29048 4.92857 0.804 -0.576 0.214
C -0.68539 -2.89814 6.06805 0.206 0.155 -0.623
C 0.20817 -3.57761 1.72517 1.031 0.724 0.591
H 1.18964 -3.55354 5.35128 0.087 0.081 -0.140
H -0.10818 -4.17877 4.38329 -0.329 0.192 -0.172
H -1.67158 -2.59620 5.71684 -0.005 0.103 0.099
H -0.16269 -2.08549 6.57257 -0.393 0.032 0.345
H -0.78929 -3.76587 6.71725 0.000 0.131 0.161
H 0.51886 -4.60560 1.89429 -0.081 0.025 0.055
H 0.33713 -3.28091 0.68616 0.007 0.022 0.025
H -0.79768 -3.36072 2.07438 -0.007 -0.039 -0.112
O 1.64271 -2.71547 -1.75850 -0.245 0.736 -1.395
S 1.29313 -2.30995 -3.11120 -0.571 -1.354 -0.494
O 2.29470 -1.96648 -4.10144 -0.578 0.028 1.136
O 0.48502 -3.62638 -3.66599 0.663 0.421 1.212
C 0.06250 -3.76717 -5.02835 0.890 0.511 -0.996
C 1.17132 -4.23514 -5.99180 -0.457 -0.541 -0.177
C -0.04354 -1.09885 -3.15461 0.687 -0.701 -0.218
H -0.34152 -2.80356 -5.34393 -0.120 -0.115 -0.200
H -0.73248 -4.51046 -5.02645 -0.085 0.112 0.156
H 2.14836 -3.77179 -5.88168 -0.200 0.225 0.251
H 0.84168 -4.08668 -7.02235 -0.106 0.323 0.056
H 1.29057 -5.31960 -5.94907 0.129 0.010 0.388
H -0.81818 -1.44525 -2.47525 0.081 0.238 0.124
H -0.40737 -1.13035 -4.18019 -0.048 0.153 0.041
H 0.35360 -0.10761 -2.94907 0.014 -0.085 0.236
O 1.75665 4.13193 -1.57677 0.762 -0.470 -0.053
S 2.58432 2.95898 -1.47646 -0.337 -1.317 -1.569
O 2.19759 1.96098 -0.50023 0.625 0.997 -0.705
O 2.59672 2.10747 -2.88332 -0.009 0.681 1.990
C 2.71426 2.86230 -4.10157 -1.116 1.624 -0.363
C 1.32861 3.07294 -4.72096 0.403 -0.549 -0.219
C 4.31390 3.39002 -1.37178 -0.083 0.364 0.955
H 3.43376 2.37102 -4.75171 -0.160 -0.264 0.078
H 3.05963 3.88414 -3.91601 0.483 -0.191 0.333
H 1.40705 3.74905 -5.57328 0.111 -0.296 -0.228
H 0.63042 3.57334 -4.05099 0.254 -0.166 0.342
H 0.92652 2.10332 -5.01383 -0.266 0.192 -0.189
H 4.39927 4.16186 -0.60462 -0.164 0.177 -0.156
H 4.65856 3.78074 -2.32538 -0.150 -0.054 -0.033
H 4.94292 2.57604 -1.01394 -0.359 -0.394 -0.326
O 5.73350 -0.22859 0.08423 -1.006 0.163 -0.033
S 4.40575 -0.75433 -0.10124 -0.472 -1.066 0.148
O 3.27626 -0.10855 0.55661 1.220 -0.124 -0.729
O 4.06117 -0.84991 -1.66543 -0.011 0.421 1.665
C 5.18698 -1.07997 -2.52498 1.124 0.051 -1.338
C 5.78529 0.23510 -3.03327 0.189 -0.185 -0.199
C 4.44217 -2.48270 0.40444 0.811 0.289 -0.636
H 4.83745 -1.73352 -3.32352 -0.446 0.378 -0.084
H 5.98385 -1.67385 -2.07289 -0.175 0.169 0.587
H 6.24566 0.78619 -2.21405 -0.243 0.096 0.068
H 5.08093 0.85251 -3.58973 -0.318 -0.035 0.322
H 6.59662 0.07241 -3.74625 -0.006 -0.446 0.072
H 4.29645 -2.59636 1.47598 -0.025 0.267 -0.010
H 5.47034 -2.71629 0.12222 0.032 -0.305 0.328
H 3.80530 -3.15144 -0.17118 -0.450 0.504 -0.035
O -1.51596 1.09079 -5.13334 -1.944 -0.063 1.374
S -2.69245 1.37667 -4.30599 -0.171 -0.077 -0.237
O -3.94945 1.79905 -4.88188 1.376 -0.035 0.324
O -3.04346 0.06231 -3.41022 1.783 0.494 -1.411
C -4.09595 0.18071 -2.46433 -0.660 -0.091 0.866
C -4.14175 -1.06478 -1.59238 -0.067 -0.728 0.038
C -2.10189 2.51754 -3.02428 0.608 -0.631 -0.649
H -5.03898 0.33702 -2.98898 0.024 -0.055 0.010
H -3.89814 1.05606 -1.84254 -0.127 -0.087 0.134
H -4.91674 -0.94887 -0.83383 -0.004 0.198 -0.034
H -3.22139 -1.34321 -1.07882 0.238 0.716 0.049
H -4.37808 -1.99478 -2.11673 -0.291 0.324 -0.505
H -2.88805 2.90172 -2.38330 -0.008 -0.110 -0.050
H -1.50025 3.30075 -3.48406 -0.539 0.137 -0.351
H -1.35748 1.90412 -2.51673 -0.300 -0.036 0.493
O -2.20495 -8.79614 -2.20034 -0.152 0.431 -0.089
S -1.83438 -7.55314 -2.78886 0.726 1.984 -0.057
O -2.16271 -7.18535 -4.13982 0.183 -0.538 0.299
O -2.42887 -6.35068 -1.85783 0.009 -1.769 -0.055
C -2.27246 -5.00675 -2.28882 0.711 0.861 0.019
C -1.72970 -4.24086 -1.08992 -0.625 0.491 -0.125
C -0.04669 -7.29908 -2.50419 -1.158 -1.235 -0.757
H -3.23171 -4.61728 -2.62913 -0.045 -0.097 0.050
H -1.56979 -4.91641 -3.11614 -0.074 -0.269 -0.052
H -2.54405 -4.13955 -0.37035 0.291 -0.306 0.405
H -1.44892 -3.20802 -1.30447 0.017 -0.078 -0.381
H -0.84504 -4.72969 -0.68636 -0.159 -0.163 0.117
H 0.25552 -6.27772 -2.71866 -0.088 0.094 0.514
H 0.44118 -7.95224 -3.22955 -0.031 0.001 -0.040
H 0.09212 -7.75408 -1.52657 0.366 0.650 0.205
O -6.10797 1.10583 0.35225 0.017 0.288 0.787
S -6.19265 1.75569 1.63954 -0.271 0.905 0.993
O -7.46969 2.22776 2.15092 1.801 -0.864 -0.578
O -5.50148 0.82562 2.79768 -1.191 0.389 -1.297
C -4.59462 -0.19330 2.32571 0.400 -0.009 0.217
C -3.46997 -0.19286 3.31564 0.370 -1.265 0.443
C -5.00531 3.14426 1.75736 -1.252 -0.919 0.224
H -4.20771 0.07246 1.34212 -0.171 -0.128 -0.075
H -5.11357 -1.15102 2.29218 -0.071 0.080 -0.154
H -2.72249 -0.95290 3.06690 0.290 0.456 -0.686
H -3.77103 -0.61535 4.27805 -0.449 0.799 0.255
H -3.04839 0.80782 3.36780 0.205 -0.146 0.251
H -5.55517 3.99909 1.37015 0.382 0.083 -0.282
H -4.07328 2.86802 1.27225 -0.070 0.161 -0.136
H -4.87293 3.25534 2.83127 0.126 0.132 -0.056
O 1.31687 0.80217 3.45731 0.740 0.898 1.005
S 1.09857 1.23362 4.82751 -2.055 0.678 0.975
O 1.75593 0.62851 5.94056 0.643 -0.186 -0.578
O 1.32655 2.83097 4.89141 -0.110 -1.289 -0.550
C 1.43004 3.39354 6.23212 0.213 0.484 -0.148
C 1.45920 4.88896 6.04988 -0.111 0.285 0.304
C -0.69494 1.11705 5.15004 2.108 -0.842 -1.055
H 2.34724 3.00027 6.66545 -0.077 0.094 0.152
H 0.57939 3.14074 6.86601 -0.059 -0.382 -0.226
H 1.49226 5.34487 7.04105 0.320 0.049 -0.033
H 0.54849 5.28751 5.60097 -0.053 -0.302 -0.191
H 2.31209 5.20768 5.45374 0.096 0.032 0.143
H -0.84306 1.34478 6.20022 -0.338 0.567 -0.226
H -0.86253 0.04881 5.00231 -0.231 0.027 -0.090
H -1.08946 1.68217 4.30848 -0.726 0.259 0.544
O 0.67549 2.82387 1.63561 -0.170 1.039 -0.005
S -0.48415 3.69426 1.74967 -1.182 0.669 0.975
O -1.68441 3.17560 2.38547 1.797 0.902 -0.804
O -0.05692 5.03831 2.57510 -0.532 -2.183 -0.246
C 1.27740 5.56879 2.39252 -0.572 1.302 -0.953
C 1.05033 7.07217 2.34748 0.597 -0.042 0.375
C -0.90020 4.41255 0.15218 -1.043 -0.213 0.404
H 1.61467 5.24455 1.40665 0.491 -0.219 0.245
H 1.95293 5.32857 3.20787 -0.154 -0.622 -0.084
H 0.31848 7.32246 1.58289 0.018 0.130 0.046
H 1.99573 7.58276 2.15422 -0.042 -0.010 -0.200
H 0.72742 7.42419 3.32730 -0.274 0.011 -0.096
H -0.28349 5.27077 -0.09828 0.437 -0.424 -0.118
H -1.92484 4.78255 0.23709 0.064 0.098 0.507
H -1.00561 3.62605 -0.59338 0.742 -0.079 0.006
```
Positions in Å, forces in eV/Å.

Summary:
- 2S+1 = 5
- maximum force (eV/A) = 2.50
- HOMO energy (spin up / spin down) (eV) = -12.7029 / -12.4259
- net charge = +1
- LUMO level (spin up / spin down) (eV) = -2.15 / -2.52
- gap between HOMO and LUMO (spin up / spin down) (eV) = 10.55 / 9.90